Record 1
{"formula": "C4H7O4Tl", "method": "ωB97M-V with the def2-TZVPD basis set", "species": ["H", "H", "H", "H", "H", "C", "H", "O", "H", "C", "O", "O", "C", "O", "Tl", "C"], "xyz": [[0.8205, -0.1875, 2.6370], [2.2752, 0.2280, 1.6430], [0.7078, 1.0423, -0.7552], [1.8039, -0.1763, -0.9168], [-1.7261, 2.0981, 0.0072], [0.0996, -1.1259, -1.8270], [0.8222, 1.2706, 1.5992], [-0.7792, -1.8597, -1.3220], [-1.9789, 0.6604, -1.2365], [0.7430, -0.0523, -0.6444], [0.4285, -0.9643, -2.9929], [-2.0274, 0.2316, 0.7410], [1.1759, 0.2312, 1.6873], [0.6445, -0.5801, 0.6611], [-1.1815, -1.8309, 0.9172], [-1.8280, 1.0147, -0.1981]], "atomic_forces_ev_per_a": [[0.2, 0.1, -0.2], [-0.3, 0.0, 0.1], [-1.1, -0.1, 0.3], [0.0, 0.0, 0.0], [0.4, -0.4, -0.1], [-0.3, 2.7, 0.1], [0.0, -0.3, 0.0], [-0.2, -0.8, -0.1], [0.5, 0.2, 0.3], [2.7, -1.6, -2.4], [0.3, -0.1, 1.4], [0.0, 3.3, -1.6], [0.2, 0.3, 0.3], [0.5, 1.2, -0.3], [-1.1, -3.6, 1.4], [-1.7, -1.0, 1.1]], "energy_ev": -17142.5666, "gap_ev": 8.10}

---

Record 2
{"formula": "C5H6N2O", "method": "ωB97M-V with the def2-TZVPD basis set", "species": ["C", "C", "H", "N", "C", "C", "H", "H", "O", "H", "N", "C", "H", "H"], "xyz": [[0.2292, 0.1397, 1.0706], [1.3397, 0.4888, 1.7824], [-0.7795, -2.6598, -0.6714], [-0.5783, 1.2173, 1.0513], [-0.6164, -1.6253, -0.7235], [-0.0619, -0.9594, -1.8905], [-0.4771, 3.1202, 1.8936], [0.0840, -1.4787, -2.8114], [-1.3634, -0.7130, -1.4115], [2.1187, -0.0985, 2.3022], [1.1328, 1.7062, 2.3248], [0.0085, 2.1609, 1.8167], [0.5460, -0.0573, -1.7577], [-1.3799, 1.1107, 0.4010]], "atomic_forces_ev_per_a": [[0.6, -1.7, -0.9], [0.6, -1.9, 1.8], [-0.7, -1.2, 0.7], [-1.3, -1.7, -1.9], [1.7, 3.2, 0.2], [1.7, 1.3, 0.7], [0.3, 0.1, 0.4], [-0.4, -0.3, -0.6], [-2.0, -0.9, 0.1], [-0.5, 0.1, -1.2], [-0.4, 2.0, -0.2], [-0.4, 0.5, 0.0], [0.2, -0.6, 0.0], [0.5, 1.1, 1.0]], "energy_ev": -10303.5433, "gap_ev": [7.83, 8.50]}

---

Record 3
{"formula": "C5H7NOS", "method": "ωB97M-V with the def2-TZVPD basis set", "species": ["H", "H", "H", "C", "N", "C", "C", "C", "O", "S", "H", "C", "H", "H", "H"], "xyz": [[2.7965, 0.1763, 0.1594], [-2.2155, -1.0328, 1.2384], [-2.9757, -1.3278, -0.3534], [2.6419, -0.8378, 0.0664], [0.1753, -0.7079, 0.1052], [-0.1836, 0.6448, 0.0911], [1.4138, -1.4374, 0.1053], [-2.0923, -0.8587, 0.1386], [-0.9575, -1.5127, -0.3945], [0.5416, 2.0375, -0.0893], [1.2139, -2.4759, -0.2017], [-1.7809, 0.5662, 0.0737], [-2.2741, 1.0171, -0.7881], [-2.2604, 1.2304, 0.9196], [3.4885, -1.5927, 0.0234]], "atomic_forces_ev_per_a": [[0.3, 1.9, 0.2], [0.3, -0.8, -0.6], [0.7, 0.9, 0.0], [-1.1, -4.6, 0.3], [-0.4, 0.4, -0.2], [-3.3, -3.1, -0.7], [0.2, 1.7, -1.7], [-0.9, -1.7, 2.1], [1.7, 0.4, 0.8], [1.7, 1.2, 0.3], [0.3, 0.5, 0.7], [-0.6, 3.1, 0.6], [0.9, 0.2, -0.5], [1.3, -1.5, -1.2], [-1.0, 1.4, 0.0]], "energy_ev": -19667.6630, "gap_ev": 8.77, "smiles": "C=CN1OCCC1=S"}

---

Record 4
{"formula": "C2H2NO3", "method": "ωB97M-V with the def2-TZVPD basis set", "species": ["H", "N", "O", "C", "O", "C", "O", "H"], "xyz": [[-0.3465, -0.3466, -1.9782], [-0.3547, -1.1829, 0.6045], [-0.0236, 0.8460, 1.9623], [0.1136, 0.5536, -1.5187], [-0.3326, 1.6959, -1.6147], [-0.1142, -0.2435, 1.4739], [0.0862, -1.5941, 2.0323], [0.9718, 0.2716, -0.9615]], "atomic_forces_ev_per_a": [[-0.3, 0.5, -0.1], [-0.1, 1.9, -0.4], [0.1, 0.8, -0.2], [-1.6, 1.4, -0.7], [0.8, -2.0, 0.0], [-0.3, -3.5, 0.0], [0.3, 0.7, 0.7], [1.2, 0.2, 0.8]], "charge": -1, "energy_ev": -9736.7228, "gap_ev": 7.12}

---

Record 5
{"formula": "C20H18B2LiO22", "method": "ωB97M-V with the def2-TZVPD basis set", "species": ["C", "H", "C", "H", "C", "H", "C", "C", "O", "O", "H", "C", "B", "C", "H", "C", "O", "C", "O", "C", "O", "O", "O", "H", "C", "O", "C", "H", "C", "B", "O", "H", "C", "H", "C", "O", "C", "C", "O", "O", "H", "C", "O", "O", "O", "O", "O", "O", "H", "H", "C", "H", "H", "H", "C", "O", "Li", "O", "H", "H", "O", "H", "O"], "xyz": [[-6.0377, -1.5836, -2.3598], [0.8894, 5.9182, -2.8756], [-0.5636, 3.7017, -4.1172], [-0.1757, -4.1149, 6.4997], [-7.2958, -4.8691, -5.2283], [3.3029, 2.4658, 5.5446], [0.0875, -3.9671, 5.4523], [-1.0232, -3.1743, 3.6975], [-7.0824, -4.7169, -2.8671], [-0.1878, 2.3138, 3.2305], [1.1805, 4.4947, 6.0657], [6.1540, 1.7528, -3.2677], [-6.3707, -3.5975, -3.5329], [-0.2266, -5.1412, 4.5635], [2.0454, 2.4931, 6.7435], [-0.4392, 3.3359, -2.6197], [-3.5582, -2.0477, -2.1467], [-0.3890, -4.4644, 3.1706], [-6.9601, -2.3118, -3.0300], [1.1251, 4.8660, -3.0350], [5.5958, 0.3943, -0.2116], [6.0334, -0.3561, -2.5029], [6.5438, 2.6486, -4.0230], [-1.0237, -5.0319, 2.4900], [3.3611, -0.1582, -0.4733], [-6.2068, -0.5261, -1.7550], [1.9236, 4.1085, 5.3681], [2.0525, 4.1542, 3.2065], [-4.6761, -2.3351, -2.5397], [5.2412, 0.5489, -1.6111], [4.4744, -0.2421, 1.7171], [2.8410, 4.6735, 5.5331], [0.6846, 2.7354, 3.9333], [0.4628, -5.9845, 4.5223], [0.6474, 4.4448, -4.4138], [0.5082, 4.0566, -2.0865], [6.6492, 0.3037, -3.3910], [2.2398, 2.6617, 5.6843], [2.2102, -0.4963, -0.2192], [-8.3941, -6.4154, -3.6037], [-1.4580, 4.2906, -4.3208], [4.5780, -0.0718, 0.4947], [-7.7019, -5.2745, -6.3664], [-6.5172, -3.8482, -4.9767], [7.3307, -0.1417, -4.2836], [-1.0765, 2.5730, -1.8707], [1.2735, 2.0050, 4.8572], [3.8045, 0.1671, -1.6727], [1.4570, 3.7968, -4.7496], [-1.2118, -5.5223, 4.8324], [1.2828, 4.1212, 3.9775], [1.1652, -3.8042, 5.4641], [0.5157, 4.8827, 3.8375], [2.2118, 4.8027, -2.9788], [-7.7311, -5.4245, -3.7825], [5.3973, 1.8396, -2.1765], [-1.7691, 0.0341, 0.5247], [-4.9324, -3.4377, -3.1547], [-0.7219, 2.7672, -4.6555], [0.5353, -4.1537, 2.6834], [-1.6917, -2.4419, 2.9731], [0.3341, 5.2109, -5.1230], [-0.7173, -2.9085, 4.9547]], "atomic_forces_ev_per_a": [[-0.6, 1.4, 0.1], [-0.2, 0.1, 0.5], [-2.1, -2.4, 1.0], [-0.2, -0.1, -0.1], [-2.6, -1.5, -3.0], [-0.3, -0.7, -0.9], [0.6, -1.2, 1.2], [-1.2, 1.0, -3.8], [0.1, 0.3, -0.5], [-0.2, -0.2, -0.2], [0.0, 0.0, 0.2], [2.3, 2.3, -1.7], [0.0, 0.5, 0.7], [-0.2, -0.7, -1.3], [-0.3, -0.5, -0.2], [-2.8, -2.0, 1.7], [-1.2, 0.6, 0.0], [-0.4, 0.2, 2.0], [0.9, 0.8, 0.6], [1.1, 2.4, -0.9], [0.3, -0.3, 1.1], [-1.0, -1.6, 2.7], [-1.6, -1.7, 2.1], [0.0, 0.4, 0.0], [-1.5, -1.0, -0.5], [0.2, -2.4, -1.3], [0.2, 1.2, 0.6], [-0.2, 0.2, -0.3], [1.0, 0.3, 1.0], [-0.8, -1.5, -0.5], [0.9, 0.2, -3.1], [-0.2, 0.5, -0.4], [-0.1, 1.0, -0.3], [0.2, 0.3, 0.5], [1.3, -0.1, -0.4], [1.0, 0.3, 0.8], [0.3, 0.5, -2.8], [-0.9, 1.4, 0.0], [1.9, 0.7, 0.0], [0.3, 1.1, 0.1], [-0.2, 0.0, 0.5], [-1.3, 0.5, 2.6], [1.9, 1.6, 4.9], [0.4, 0.5, -0.2], [0.1, 0.4, 0.6], [1.0, 1.4, -2.4], [0.8, -2.7, 1.1], [-0.2, -0.1, 0.4], [-0.3, 0.1, -0.8], [0.0, -0.2, 0.0], [0.6, -0.2, 0.4], [0.0, 0.8, -0.4], [0.3, -0.1, -0.1], [-0.1, -0.3, 0.3], [0.4, -1.5, -1.1], [0.5, 1.5, -0.8], [0.2, -0.1, -0.2], [-0.7, -1.6, -1.0], [0.1, 0.0, -0.1], [0.2, -0.3, 0.1], [0.7, -0.4, 1.5], [1.1, 0.3, 0.1], [0.3, 0.3, 0.1]], "charge": -1, "energy_ev": -67647.3216, "gap_ev": 7.85}

---

Record 6
{"formula": "C4H9NO", "method": "ωB97M-V with the def2-TZVPD basis set", "species": ["H", "H", "C", "H", "H", "H", "O", "C", "N", "C", "C", "H", "H", "H", "H"], "xyz": [[0.5100, -2.0011, 1.1162], [1.7659, 0.7465, 0.6639], [1.0202, -1.1533, 1.5672], [-2.2458, 0.4879, 0.0428], [2.1682, -1.4119, 1.6185], [0.6059, -0.8069, 2.4855], [-2.5519, 0.7700, -1.9450], [-0.2084, 0.2280, -0.1492], [2.3187, -0.2070, -0.3101], [-1.2801, 0.2755, 0.6155], [1.0744, -0.1198, 0.4439], [-0.3213, 0.5486, -1.1967], [-1.1960, 0.5443, 1.6261], [-3.1876, 1.2367, -2.5626], [2.4482, 0.5624, -0.9278]], "atomic_forces_ev_per_a": [[-0.2, -0.1, 0.5], [1.4, 1.3, 0.3], [3.7, -0.2, -1.9], [0.8, -0.5, 0.5], [-2.3, 0.1, 0.7], [-0.3, 0.1, 0.6], [-0.6, 0.8, -0.4], [1.4, 0.9, -0.9], [-1.5, 0.0, 3.1], [-2.7, 1.7, -1.7], [-0.2, -2.7, -2.2], [0.0, -0.6, 0.2], [-0.1, -0.6, 1.6], [1.1, -0.8, 1.1], [-0.5, 0.7, -1.5]], "energy_ev": -7822.7117, "gap_ev": 3.68}